Entry from the Open Molecules 2025 dataset: an isolated molecule of C4H8N2O (the ωB97M-V functional and the def2-TZVPD basis).

XYZ file:
```
15
Properties=species:S:1:pos:R:3:forces:R:3
O -0.368378 -0.550750 2.224007 -0.06 -0.07 -0.38
N 0.022170 -2.115295 0.627381 0.12 0.07 0.09
N 1.240288 0.124119 -0.758790 0.28 0.12 -0.04
C -0.005366 0.262221 0.006894 -0.17 0.03 0.08
C -0.034146 -0.051761 -1.440754 -0.11 -0.13 -0.28
C -0.136893 -0.825021 1.060574 -0.03 0.03 0.19
C -0.510899 1.622311 0.427815 0.05 -0.03 0.04
H 1.640125 1.037256 -0.958766 -0.05 -0.09 0.05
H -0.173918 1.864135 1.437148 -0.04 0.01 -0.11
H -0.369451 0.743663 -2.102931 -0.04 -0.11 0.13
H -0.167576 2.396377 -0.271653 -0.05 -0.20 0.13
H -0.242949 -1.054813 -1.803025 0.01 0.13 0.05
H 0.535979 -2.274136 -0.224552 0.01 0.07 0.04
H -1.606473 1.617239 0.418348 0.17 0.06 0.09
H 0.177486 -2.795545 1.358304 -0.07 0.13 -0.06
```
Positions in Å, forces in eV/Å.

Summary:
total energy = -341.95492 Eh
ΔE to the lowest compared entry with this formula, charge and spin = 127.9 kJ/mol
SMILES = C[C@@]1(C(N)=O)CN1
LUMO level = 1.0 eV
maximum force = 0.0076 hartree/bohr
molecular weight = 100.12 g/mol
2S+1 = 1